C4H10N2O2 | the ωB97M-V functional and the def2-TZVPD basis

Output
E_HOMO   -9.70 eV
Electronic energy   -11385.672 eV
Strongest force on any atom   2.073 eV/Å
Net charge   0
SMILES   CC(N)=O.CC(N)=O
ΔE to the lowest compared entry with this formula, charge and spin   118.72 kJ/mol
LUMO energy   0.56 eV

Each line ends with the Mulliken charge.
Atoms and positions in Å:
C: 1.12508 -1.74818 -1.06873  -0.823
C: 1.30115 -2.34798 0.30405  0.577
O: 1.48340 -1.65088 1.28037  -0.604
N: 1.25300 -3.72460 0.41919  -0.394
H: 0.10928 -1.43080 -1.14191  0.158
H: 1.55769 -2.35254 -1.90276  0.375
H: 1.50598 -4.03239 1.34109  0.249
H: 1.21418 -4.27417 -0.41973  0.211
H: 1.80637 -0.89503 -1.06160  0.268
C: -2.59699 2.08418 0.27744  -0.855
C: -1.19975 2.53082 -0.13967  0.558
O: -0.89564 3.71008 -0.14893  -0.598
N: -0.32197 1.60410 -0.65897  -0.359
H: 0.57598 1.97057 -0.36412  0.248
H: -0.55642 0.63308 -0.54100  0.184
H: -3.00561 2.33427 1.23495  0.305
H: -2.59758 0.96830 0.40545  0.295
H: -3.14859 2.59062 -0.50550  0.208

C4H10N2O2 | the ωB97M-V functional and the def2-TZVPD basis

Output
E_HOMO   -9.01 eV
Electronic energy   -11385.952 eV
Strongest force on any atom   1.090 eV/Å
Net charge   0
SMILES   NCCCNC(=O)O
ΔE to the lowest compared entry with this formula, charge and spin   91.73 kJ/mol
LUMO energy   0.84 eV

Each line ends with the Mulliken charge.
Atoms and positions in Å:
C: 0.78424 0.50021 0.57770  -0.672
C: -0.18965 1.27351 -0.31774  -0.421
C: 0.48722 2.38072 -1.11879  -0.581
N: 0.99817 1.84790 -2.35369  -0.459
N: 0.58159 -0.95618 0.55401  -0.179
C: -0.51506 -1.67382 0.86672  0.596
O: -1.55331 -0.88956 1.24949  -0.439
O: -0.57704 -2.87978 0.78941  -0.624
H: 0.66352 0.82231 1.61306  0.241
H: 1.80717 0.60994 0.22396  0.492
H: -0.97396 1.70631 0.30530  0.281
H: -0.67341 0.57057 -0.99161  0.280
H: -0.23286 3.17421 -1.27630  0.292
H: 1.32857 2.78172 -0.56584  0.332
H: 1.57648 2.41280 -2.94696  0.169
H: 0.42312 1.20323 -2.86525  0.151
H: 1.39534 -1.49500 0.32082  0.222
H: -2.30213 -1.49199 1.30168  0.320

C4H10N2O2 | the ωB97M-V functional and the def2-TZVPD basis

Output
E_HOMO   -8.57 eV
Electronic energy   -11379.041 eV
Strongest force on any atom   2.589 eV/Å
Net charge   0
ΔE to the lowest compared entry with this formula, charge and spin   758.55 kJ/mol
LUMO energy   -3.02 eV

Each line ends with the Mulliken charge.
Atoms and positions in Å:
C: 0.94156 -0.23300 -0.44171  -0.341
N: 1.33731 0.97127 -0.95850  -0.483
C: 0.52247 1.55245 -1.87362  0.084
O: -0.69578 1.56043 -1.79289  -0.522
C: 0.39218 0.21822 1.05408  -0.432
N: -0.00923 -0.92256 1.72853  -0.340
C: -1.19723 -0.77920 2.44883  -0.158
O: -1.55427 -2.00571 3.06131  -0.490
H: 0.33988 -0.12337 -4.73908  0.047
H: 0.10288 -0.72382 -0.95480  0.318
H: 1.75576 -0.96940 -0.37686  0.333
H: 1.10164 2.01308 -2.68585  0.433
H: 1.20868 0.75438 1.53421  0.294
H: -0.44113 0.91350 0.87281  0.349
H: -0.06629 0.51706 -4.75141  -0.040
H: -1.99175 -0.32970 1.80559  0.312
H: -1.01773 0.05931 3.17945  0.299
H: -0.72898 -2.47293 2.88991  0.338

C4H10N2O2 | the ωB97M-V functional and the def2-TZVPD basis

Output
E_HOMO   -8.93 eV
Electronic energy   -11384.785 eV
Strongest force on any atom   3.824 eV/Å
Net charge   0
SMILES   CN[C@H](CO)C(N)=O
ΔE to the lowest compared entry with this formula, charge and spin   204.36 kJ/mol
LUMO energy   0.71 eV

Each line ends with the Mulliken charge.
Atoms and positions in Å:
C: -0.23337 -2.01596 -1.56931  -0.844
N: 0.74815 -0.91586 -1.27505  -0.457
C: 0.05825 0.10560 -0.46715  0.215
C: 0.91284 1.39106 -0.49090  -0.670
O: 0.00857 2.44385 -0.10485  -0.531
C: -0.40975 -0.40595 0.95329  0.349
N: -0.71082 0.61078 1.80635  -0.317
O: -0.36742 -1.53644 1.30188  -0.605
H: -0.71708 -2.46125 -0.72530  0.306
H: 0.14803 -2.77123 -2.29882  0.310
H: -1.02504 -1.53271 -2.12607  0.314
H: 1.55695 -1.33649 -0.67692  0.309
H: -0.89790 0.45814 -0.97420  0.273
H: 1.57649 1.25299 0.41429  0.257
H: 1.42386 1.61456 -1.43223  0.396
H: 0.31384 3.27251 -0.32980  0.296
H: -0.75325 1.56990 1.56825  0.186
H: -0.98430 0.36131 2.72987  0.214

C4H10N2O2 | the ωB97M-V functional and the def2-TZVPD basis

Output
E_HOMO   -9.29 eV
Electronic energy   -11385.686 eV
Strongest force on any atom   2.752 eV/Å
Net charge   0
SMILES   C[C@@H](CN)NC(=O)O
ΔE to the lowest compared entry with this formula, charge and spin   117.43 kJ/mol
LUMO energy   0.73 eV

Each line ends with the Mulliken charge.
Atoms and positions in Å:
C: -0.73744 0.22872 1.27268  -0.503
N: -2.21297 -0.04275 1.19639  -0.628
C: -0.02308 -0.32006 0.07674  0.431
C: 0.32736 -1.81191 0.20680  -1.499
N: 1.13540 0.47825 -0.33677  -0.212
C: 1.02883 1.10288 -1.54004  0.467
O: 2.13628 1.87510 -1.69329  -0.493
O: 0.15809 0.88479 -2.36187  -0.589
H: -0.33707 -0.15163 2.20148  0.298
H: -0.67852 1.32876 1.35995  0.320
H: -2.80780 0.63060 1.67550  0.235
H: -2.50040 0.08776 0.23272  0.234
H: -0.71724 -0.36694 -0.84111  0.218
H: -0.60989 -2.42808 0.27708  0.345
H: 0.85856 -2.07048 1.15366  0.336
H: 0.90244 -2.27157 -0.60686  0.368
H: 2.00975 0.43097 0.22126  0.303
H: 2.06768 2.41560 -2.49433  0.367

C4H10N2O2 | the ωB97M-V functional and the def2-TZVPD basis

Output
E_HOMO (alpha / beta)   -7.85 / -9.15 eV
Electronic energy   -11378.337 eV
Strongest force on any atom   3.730 eV/Å
Net charge   0
ΔE to the lowest compared entry with this formula, charge and spin   408.22 kJ/mol
Spin multiplicity   3
LUMO energy (alpha / beta)   0.17 / -0.81 eV

Each line ends with the Mulliken charge.
Atoms and positions in Å:
C: -2.55144 -0.55171 -0.60655  -1.111
C: 3.08340 0.10140 0.06037  -0.922
C: -2.05012 -0.34966 0.82968  -0.110
C: 1.71846 0.70743 -0.24353  -0.357
N: -1.26398 0.87191 0.95295  0.096
N: 0.55269 -0.11517 -0.16867  0.230
O: -1.60832 1.84406 0.29068  -0.335
O: 0.76572 -1.29305 0.08771  -0.402
H: -1.72307 -0.36637 -1.25935  0.358
H: -2.97012 -1.55579 -0.75227  0.340
H: -3.36585 0.14472 -0.94984  0.295
H: 3.87182 0.89805 -0.33188  0.280
H: 3.46398 -0.28678 1.07045  0.293
H: 3.10622 -0.81781 -0.64054  0.248
H: -2.91810 -0.60298 1.46056  0.341
H: -1.31059 -1.23802 0.92048  0.178
H: 1.63646 1.50622 0.54812  0.247
H: 1.56283 1.10355 -1.26836  0.331

C4H10N2O2S | the ωB97M-V functional and the def2-TZVPD basis

Output
E_HOMO (alpha / beta)   -8.70 / -8.72 eV
Electronic energy   -22215.557 eV
Strongest force on any atom   3.606 eV/Å
Net charge   0
ΔE to the lowest compared entry with this formula, charge and spin   416.98 kJ/mol
LUMO energy (alpha / beta)   -0.72 / -0.72 eV

Each line ends with the Mulliken charge.
Atoms and positions in Å:
C: 0.35870 1.33336 -0.82162  -0.611
C: -0.70144 0.42969 -1.33539  -0.821
C: 0.94685 0.79249 0.55098  0.311
C: 1.68473 -0.58439 0.48114  -1.080
N: -1.61942 -1.55790 0.19381  -0.614
N: -0.06459 0.80355 1.53123  -0.745
O: -3.08244 0.66361 0.07532  -0.564
O: 0.99358 -1.61906 -0.09007  -0.561
S: -1.83213 -0.04081 0.16161  0.899
H: 1.22872 1.26012 -1.64607  0.297
H: -0.10240 2.40336 -0.82325  0.323
H: -1.33555 1.05572 -1.86894  0.500
H: -0.51970 -0.60430 -1.56828  0.451
H: 1.81090 1.37186 0.98005  0.307
H: 1.85735 -0.93819 1.45977  0.486
H: 2.56390 -0.56432 -0.01524  0.513
H: -2.34932 -2.19258 0.34968  0.217
H: -0.05788 -0.10438 1.98011  0.345
H: 0.22014 -1.90784 0.40516  0.347

Among the records above, which one has the highest electronic energy? number 6

Which formula does entry 2 have? C4H10N2O2

Which formula does entry 7 have? C4H10N2O2S